[1]
Formula: C74H174F15N9O28
Source: the OMol25 dataset
Level of theory: ωB97M-V/def2-TZVPD

Properties
* DFT total energy: -7019.07317 Ha

```
! wB97M-V def2-TZVPD RIJCOSX def2/J DEFGRID3
* xyz 5 2
C -2.24665 3.87784 1.89000
O -1.90562 5.22059 1.63248
O -1.51881 3.14883 0.90085
C -2.27932 3.60477 3.41032
F -3.37442 4.19789 3.96065
F -2.45035 2.28618 3.77846
F -1.21793 4.02892 4.06738
C -2.86730 6.08503 1.02197
C -2.25761 7.43465 1.24682
H -2.24297 7.65311 2.31460
H -1.19176 7.48026 1.02325
H -2.73724 8.29721 0.78416
H -3.80773 6.13640 1.57066
H -3.05846 5.92871 -0.03969
H -3.28277 3.73481 1.58323
C 3.71441 -4.70329 -3.66738
O 4.53411 -5.66074 -3.22862
O 4.46559 -3.53547 -3.74374
C 2.95211 -5.07626 -5.04181
F 2.49069 -6.29367 -4.96854
F 1.92317 -4.24948 -5.26916
F 3.90567 -5.08080 -6.02194
C 4.07749 -6.82187 -2.58474
C 5.27955 -7.47750 -1.85905
H 4.98346 -8.45492 -1.47817
H 5.98164 -7.53810 -2.69062
H 5.61697 -6.99577 -0.94135
H 3.62597 -7.60882 -3.18885
H 3.37003 -6.57822 -1.79212
H 2.89349 -4.57620 -2.96167
C 3.77654 2.61890 -0.09671
O 3.23498 2.93809 1.17850
O 2.70216 2.26812 -0.90614
C 4.93902 3.67993 -0.49256
F 4.46889 4.94811 -0.71839
F 5.84377 3.76011 0.44508
F 5.64032 3.37303 -1.57863
C 3.77795 2.31216 2.30042
C 2.84729 2.62948 3.48757
H 3.18780 2.06877 4.35806
H 2.75793 3.69745 3.68644
H 1.83398 2.27872 3.29193
H 4.81798 2.48836 2.57500
H 3.73956 1.23093 2.16791
H 4.31376 1.67793 0.02186
C -2.02423 -1.85530 -6.95954
O -3.27443 -2.44772 -7.27146
O -1.30801 -1.94997 -8.14046
C -2.18578 -0.32664 -6.46597
F -3.00581 0.37782 -7.30130
F -2.89136 -0.30076 -5.30996
F -1.05149 0.36269 -6.26188
C -4.03996 -2.84405 -6.12627
C -5.17189 -3.57789 -6.78087
H -5.71216 -2.93744 -7.47803
H -4.90366 -4.46541 -7.35399
H -5.91506 -4.01028 -6.11092
H -4.54734 -1.96996 -5.71807
H -3.65284 -3.47961 -5.32984
H -1.55499 -2.41306 -6.14910
C -2.62683 -3.42577 -1.02965
O -1.46957 -3.93089 -1.66170
O -2.17787 -2.82632 0.11310
C -3.60681 -2.56582 -1.98074
F -4.30006 -3.38225 -2.80408
F -4.57932 -1.88277 -1.30060
F -2.89267 -1.70510 -2.73255
C -1.67679 -4.88452 -2.67274
C -0.32578 -5.40876 -2.89049
H 0.17375 -5.67347 -1.95855
H -0.33023 -6.24360 -3.59129
H 0.21165 -4.54112 -3.27321
H -2.10537 -4.56754 -3.62350
H -2.22280 -5.79374 -2.42115
H -3.12274 -4.35428 -0.74670
C -2.07357 2.46166 -10.52555
O -1.00583 1.54228 -10.49634
C -0.14917 1.57243 -9.34484
C 0.98558 0.65426 -9.68281
N 0.42439 -0.69368 -10.15834
H -0.22975 -1.02202 -9.46235
H -0.16716 -0.56120 -10.96619
C 1.49809 -1.77354 -10.39735
C 1.94662 -2.51745 -9.06848
O 2.66429 -1.51826 -8.43065
C 2.94927 -1.66408 -7.03195
H -2.96078 2.17144 -9.96277
H -2.51204 2.45182 -11.52343
H -1.70860 3.45488 -10.26399
H -0.71159 1.22817 -8.47692
H 0.22792 2.54411 -9.02587
H 1.69911 0.56427 -8.86374
H 1.61653 1.03182 -10.48746
H 2.31240 -1.27914 -10.92701
H 1.02371 -2.52861 -11.02420
H 2.44169 -3.47597 -9.22417
H 1.08648 -2.88149 -8.50658
H 2.07334 -1.72532 -6.38612
H 3.63587 -0.83170 -6.87763
H 3.36945 -2.66096 -6.89861
C 3.03580 -4.32711 4.73199
O 1.77131 -3.65843 4.38846
C 0.66007 -4.60661 4.37593
C -0.46060 -3.93630 3.46693
N 0.02713 -3.52284 2.01593
H -0.66355 -3.05225 1.44883
H 0.86472 -2.96459 2.09900
C 0.51947 -4.57774 1.04912
C 1.52721 -3.87645 0.07640
O 2.47854 -3.17937 0.84117
C 2.96798 -2.06588 0.14416
H 3.44400 -5.12835 4.11596
H 3.02941 -4.61170 5.78416
H 3.82306 -3.57456 4.77656
H 0.25507 -4.75453 5.37703
H 0.92319 -5.54102 3.88020
H -0.69723 -3.01106 3.99234
H -1.29454 -4.60383 3.25005
H -0.30696 -5.00431 0.48066
H 1.00019 -5.37627 1.61423
H 0.85287 -3.27725 -0.53543
H 2.01217 -4.58570 -0.59432
H 2.13860 -1.40869 -0.11726
H 3.51250 -2.39149 -0.74217
H 3.65451 -1.46540 0.74098
C -1.96447 7.49128 -2.36697
O -0.88324 7.01991 -1.57731
C -0.45260 5.73300 -2.03528
C 0.83236 5.28926 -1.24689
N 0.51872 5.47829 0.21278
H 0.06387 6.36465 0.37881
H -0.18091 4.78006 0.42038
C 1.47057 5.21741 1.34029
C 1.24816 6.30582 2.44661
O 1.38207 7.56466 1.91237
C 1.35354 8.58395 2.85118
H -1.65779 7.53084 -3.41219
H -2.19344 8.51572 -2.07337
H -2.81363 6.81602 -2.47209
H -0.19016 5.84802 -3.08694
H -1.25655 4.99732 -2.05822
H 1.73053 5.90670 -1.25938
H 1.22349 4.32534 -1.57243
H 2.48909 5.24275 0.95289
H 1.20785 4.25386 1.77691
H 2.00809 6.11519 3.20441
H 0.33181 6.10202 3.00058
H 2.17682 8.52484 3.56308
H 0.46080 8.80137 3.43756
H 1.54336 9.51777 2.32199
C -4.36507 -5.66962 2.61698
O -4.96027 -4.82437 3.62723
C -5.96374 -5.33929 4.46494
C -6.15025 -4.49464 5.70520
N -5.59022 -3.09099 5.47025
H -5.66960 -2.64890 6.37489
H -4.60300 -3.16357 5.26971
C -6.20299 -2.14857 4.43298
C -5.44267 -0.84182 4.42827
O -4.15339 -1.08247 3.94677
C -3.84454 -0.64311 2.62387
H -4.99630 -6.31370 2.00477
H -3.70422 -6.36999 3.12772
H -3.90807 -5.09316 1.81265
H -5.64197 -6.29044 4.88905
H -6.83791 -5.51376 3.83765
H -5.54556 -4.81079 6.55521
H -7.20918 -4.45816 5.96099
H -7.26776 -2.04492 4.64183
H -5.98663 -2.72828 3.53564
H -5.34269 -0.43413 5.43420
H -5.97726 0.00717 4.00224
H -4.52620 -1.03169 1.86727
H -2.81942 -0.87612 2.33587
H -3.96740 0.43964 2.59819
C -7.08621 0.27120 -7.00651
O -6.14351 1.26589 -6.99931
C -6.71113 2.58998 -6.93050
C -5.57134 3.63577 -7.03350
N -4.87889 3.81743 -5.68665
H -4.19315 4.55849 -5.66030
H -5.50962 4.19049 -4.99159
C -4.07453 2.56324 -5.24499
C -3.56273 2.79672 -3.85989
O -4.53630 3.06348 -2.94228
C -3.88322 3.32612 -1.67794
H -6.54162 -0.62768 -6.71749
H -7.47074 0.16811 -8.02121
H -7.97713 0.38686 -6.38926
H -7.34483 2.67730 -6.04795
H -7.35069 2.74941 -7.79862
H -5.84662 4.65771 -7.29418
H -4.86357 3.26949 -7.77714
H -3.21511 2.48550 -5.91092
H -4.63470 1.62842 -5.26573
H -2.88646 3.65010 -3.90999
H -2.91669 2.03946 -3.41572
H -2.95124 3.88966 -1.63402
H -3.69713 2.43550 -1.07772
H -4.55262 3.93111 -1.06640
C 7.91182 1.03792 -3.16305
O 6.56904 0.61223 -3.61786
C 5.71839 -0.02563 -2.67395
C 4.32526 -0.16848 -3.30773
N 3.97577 1.19938 -4.00620
H 3.94539 1.78589 -3.18451
H 4.72431 1.50278 -4.61261
C 2.63458 1.33675 -4.70903
C 2.24127 2.84375 -4.93318
O 2.57264 3.63567 -3.82144
C 2.68151 5.05464 -3.95504
H 8.58935 0.22144 -2.91324
H 7.77057 1.77660 -2.37406
H 8.40958 1.60768 -3.94773
H 5.64332 0.60854 -1.79061
H 6.09865 -0.99339 -2.34696
H 3.63374 -0.37938 -2.49199
H 4.19453 -0.91336 -4.09269
H 1.97297 0.80682 -4.02378
H 2.57284 0.85705 -5.68585
H 1.16692 2.89927 -5.10868
H 2.69144 3.31387 -5.80750
H 3.56940 5.31809 -4.52980
H 2.89989 5.47705 -2.97424
H 1.80376 5.58114 -4.32981
C -0.70525 -1.29916 6.64352
O 0.26225 -0.22141 6.62175
C -0.35489 1.07403 6.51350
C -0.66882 1.67953 7.84658
N 0.61489 1.48906 8.67498
H 0.75003 0.51279 8.89577
H 1.45275 1.77885 8.19111
C 0.63197 2.30395 10.01586
C -0.71519 2.27524 10.84017
O -1.17481 0.91217 10.93042
C -2.19985 0.86528 11.85198
H -1.46349 -1.04243 5.90375
H -1.16405 -1.40410 7.62668
H -0.11885 -2.18784 6.41011
H -1.25881 1.08497 5.90448
H 0.33517 1.71156 5.96080
H -1.45551 1.19318 8.42336
H -1.00759 2.71466 7.88935
H 0.92568 3.34081 9.85228
H 1.59661 2.09130 10.47669
H -1.45396 2.96716 10.43573
H -0.51397 2.69912 11.82401
H -2.71126 -0.09515 11.78758
H -3.08672 1.46294 11.64136
H -1.82928 1.05549 12.85925
C 1.64877 -0.80864 3.50311
O 1.43379 -0.51230 2.09272
C 0.06320 -0.07554 1.88934
C -0.39022 -0.16556 0.45577
N 0.17542 1.06821 -0.30511
H -0.00240 1.84774 0.31199
H 1.17861 1.18367 -0.32484
C -0.38386 1.37199 -1.70952
C -0.40731 0.15022 -2.60317
O 0.87139 -0.51620 -2.56675
C 0.85537 -1.78127 -3.23335
H 1.04390 -1.64051 3.86398
H 1.58693 0.09163 4.11449
H 2.69837 -1.10090 3.53530
H -0.01962 0.94000 2.27654
H -0.59450 -0.65972 2.53296
H -1.47264 -0.22555 0.34238
H 0.07247 -1.00827 -0.05790
H 0.32394 2.12828 -2.04887
H -1.34792 1.87953 -1.67669
H -0.74023 0.57438 -3.55046
H -1.16244 -0.51042 -2.17722
H 0.65656 -1.47047 -4.25901
H 0.07223 -2.47185 -2.92047
H 1.78425 -2.33137 -3.38398
C 0.71393 -1.97368 10.08415
O 1.55629 -1.36132 9.10977
C 2.36562 -2.30510 8.40144
C 3.06155 -1.66795 7.14174
N 4.04029 -0.61745 7.50848
H 4.60263 -0.47679 6.68138
H 3.61583 0.26894 7.74140
C 5.07558 -0.86797 8.60290
C 6.07931 -1.94688 8.19271
O 5.38210 -3.20887 8.31773
C 6.05196 -4.39541 8.07306
H 0.08072 -2.70607 9.58339
H 0.09806 -1.29656 10.67601
H 1.27695 -2.50141 10.85395
H 1.68941 -3.07631 8.03258
H 3.05968 -2.72276 9.13079
H 2.39571 -1.24430 6.38988
H 3.63818 -2.47051 6.68186
H 4.53667 -1.09314 9.52320
H 5.70584 -0.01202 8.84418
H 6.95902 -1.93927 8.83626
H 6.38757 -1.76309 7.16349
H 6.60671 -4.72864 8.95017
H 6.77205 -4.25670 7.26664
H 5.45001 -5.28430 7.88433
*
```

=====

[2]
Formula: C4H10N2O2
Source: the OMol25 dataset
Level of theory: ωB97M-V/def2-TZVPD

Properties
* relative energy (zero: lowest compared OMol25 entry of this formula, charge and spin): 279.30 kJ/mol
* DFT total energy: -418.31385 Ha

```
! wB97M-V def2-TZVPD RIJCOSX def2/J DEFGRID3
* xyz -1 2
O -2.90231 -0.85647 0.63449
C -2.37932 0.39187 0.76984
C -0.90663 0.30857 0.39453
C -0.06759 1.41145 0.33523
O 2.60133 1.13794 -0.94675
N -0.63285 -0.92864 0.06192
C 0.54562 -1.28885 -0.75840
N 1.83218 -1.26082 -0.12541
H -2.44665 0.76019 1.81204
H -2.84779 1.16303 0.13441
H 0.93193 1.39543 -0.12313
H -0.48135 2.38770 0.56924
H 3.53293 1.34250 -1.04155
H -1.67719 -1.34292 0.33320
H 0.58286 -0.54192 -1.55263
H 0.32960 -2.29020 -1.13905
H 1.79126 -1.52205 0.85419
H 2.19397 -0.26679 -0.21218
*
```

=====

[3]
Formula: C12H18NO5SiW
Source: the OMol25 dataset
Level of theory: ωB97M-V/def2-TZVPD

Properties
* relative energy (zero: lowest compared OMol25 entry of this formula, charge and spin): 28.74 kJ/mol
* DFT total energy: -1255.47326 Ha

```
! wB97M-V def2-TZVPD RIJCOSX def2/J DEFGRID3
* xyz 1 3
W 0.42449 0.07196 -1.49350
N -0.05532 -1.94590 -2.48224
C 1.26321 -2.43445 -3.04642
C 2.02497 -1.20400 -2.55091
O 1.61694 -0.18001 -3.13989
O 2.15195 -1.12528 -1.29107
H -0.42561 -2.61645 -1.81192
H -0.73932 -1.82987 -3.22544
H 1.23035 -2.52018 -4.12619
H 1.57329 -3.36196 -2.58017
O -2.27316 2.91469 -1.86630
C -1.25254 2.32243 -1.71116
O -0.88367 1.21705 -2.40858
C -0.24590 2.61170 -0.63697
C 1.11482 2.29808 -0.84710
C 2.02471 2.35934 0.21915
C 1.58166 2.73324 1.47048
C 0.24654 3.09056 1.65863
C -0.66586 3.02853 0.61781
H 1.50686 2.25674 -1.86136
H 3.06995 2.13995 0.04501
H 2.27441 2.78016 2.29991
H -0.08455 3.41235 2.63754
H -1.70809 3.27842 0.76609
C -2.22012 -0.13005 2.19299
Si -0.89033 -1.21108 1.48584
C -1.49352 -2.92573 1.08462
C 0.68053 -1.22506 2.47543
O -0.49245 -0.52177 0.00567
H -2.77316 -0.66129 2.97110
H -2.93647 0.16121 1.42290
H -1.80687 0.77548 2.64017
H -1.85726 -3.42717 1.98421
H -0.69474 -3.55154 0.67579
H -2.32482 -2.89706 0.37530
H 0.55274 -1.75257 3.42316
H 1.00422 -0.20731 2.70266
H 1.48210 -1.72316 1.92478
*
```

=====

[4]
Formula: ClF18O4P3Zn
Source: the OMol25 dataset
Level of theory: ωB97M-V/def2-TZVPD

Properties
* relative energy (zero: lowest compared OMol25 entry of this formula, charge and spin): 1026.54 kJ/mol
* DFT total energy: -5362.36223 Ha

```
! wB97M-V def2-TZVPD RIJCOSX def2/J DEFGRID3
* xyz -2 1
Zn -0.29627 0.12175 0.14614
Cl -0.17248 -4.58461 -2.70259
O -0.24981 -3.85773 -3.95438
O 1.14688 -5.00721 -2.37885
O -0.51700 -3.64252 -1.68623
O -1.06914 -5.76972 -2.78358
P 3.60780 1.37051 -1.62798
F 2.50062 2.03771 -0.64563
F 3.21845 0.02692 -0.77815
F 2.41296 0.97296 -2.59475
F 4.67684 0.59083 -2.59902
F 3.66337 2.76382 -2.47259
F 4.83111 1.78633 -0.66915
P -3.49820 3.15745 -0.94538
F -4.34697 3.24413 -2.32158
F -4.69997 3.76237 -0.01927
F -3.83400 1.61677 -0.70929
F -2.59293 2.98339 0.33084
F -2.29771 2.54324 -1.88311
F -2.86455 4.61180 -1.24643
P 0.06538 -1.30561 4.58602
F -0.85065 -0.35593 5.67627
F 1.25075 -1.28192 5.61711
F -0.69277 -2.72318 4.98313
F 1.02197 -2.09184 3.56462
F -0.96775 -1.02900 3.39223
F 0.55398 0.05929 3.72154
*
```

=====

[5]
Formula: C12H30Cs2N2O4S
Source: the OMol25 dataset
Level of theory: ωB97M-V/def2-TZVPD

Properties
* relative energy (zero: lowest compared OMol25 entry of this formula, charge and spin): 39.62 kJ/mol
* DFT total energy: -1324.09143 Ha

```
! wB97M-V def2-TZVPD RIJCOSX def2/J DEFGRID3
* xyz 0 1
Cs 10.22369 -7.52811 -19.17540
Cs 8.45796 -8.22133 -12.16034
S 10.96170 -7.49856 -15.57883
O 10.45231 -8.17048 -14.36849
O 11.22881 -8.39965 -16.66706
O 9.92962 -6.64308 -16.10490
O 12.08640 -6.65051 -15.16790
C 12.33073 -3.41346 -15.79617
C 13.12827 -3.08882 -14.48340
N 12.18176 -2.50453 -13.56269
C 12.53859 -2.99725 -12.18225
C 11.31171 -2.58195 -11.30940
C 12.10407 -1.03536 -13.73203
C 13.34388 -0.37528 -13.10122
H 12.27762 -2.55135 -16.46103
H 11.40230 -3.97013 -15.66872
H 12.84494 -4.22330 -16.31371
H 13.40917 -4.07532 -14.11460
H 13.99466 -2.42949 -14.53579
H 12.54751 -4.07067 -12.37140
H 13.55749 -2.74673 -11.88700
H 11.50207 -2.88938 -10.28112
H 11.14598 -1.50703 -11.38138
H 10.44184 -3.13349 -11.66607
H 11.25973 -0.53395 -13.25897
H 11.96760 -0.86252 -14.79955
H 14.35521 -0.71160 -13.32970
H 13.38573 -0.37848 -12.01203
H 13.15004 0.67224 -13.33195
C 13.91343 -6.37755 -18.47584
C 14.70974 -7.60572 -17.98231
N 15.44799 -8.33646 -19.02459
C 16.13802 -9.51906 -18.44224
C 15.15857 -10.58596 -17.71806
C 16.43228 -7.49269 -19.71287
C 16.83536 -8.03254 -21.04591
H 14.46623 -5.49517 -18.79820
H 13.35312 -6.03419 -17.60621
H 13.22993 -6.68831 -19.26600
H 15.41465 -7.32055 -17.20136
H 13.97463 -8.32598 -17.62326
H 16.83301 -10.01670 -19.11858
H 16.83957 -9.24775 -17.65337
H 15.75420 -11.49444 -17.62873
H 14.82657 -10.35222 -16.70651
H 14.27805 -10.66822 -18.35526
H 17.30036 -7.40347 -19.05975
H 15.86593 -6.61937 -20.03640
H 17.69358 -7.55795 -21.52166
H 16.06967 -7.99439 -21.82074
H 17.09444 -9.08123 -20.90028
*
```

=====

What is the formula in the second record? C4H10N2O2